Formula: C47H47N9O7PS3Ti
Source: OMol25
Level of theory: ωB97M-V/def2-TZVPD

Its HOMO-LUMO gap (spin up / spin down) is 0.159 / 0.159 Eh. The value obtained for the highest occupied orbital energy (spin up / spin down) is -2.70 / -2.70 eV. For the total energy, the calculation gives -142153.9138 eV. As for the total charge: -1. Its LUMO energy (spin up / spin down) is 0.0597 / 0.0597 Eh.

Each line ends with the Mulliken charge.
Atoms and positions in Å:
Ti: 0.34330 -0.34043 0.64813  -0.19
C: -2.65225 1.32848 3.07461  -1.84
C: -2.66458 0.03615 2.29496  1.08
N: -2.15345 -0.98383 2.85767  -0.44
N: -2.31992 -2.24609 2.42878  -0.30
C: -1.43053 -3.00603 1.92138  0.24
S: 0.20125 -2.69919 1.33870  -0.42
S: -1.94798 -4.73690 1.71873  -0.24
C: -3.09197 -4.62085 0.28646  0.63
C: -4.54779 -4.69438 0.66415  -0.01
C: -5.23335 -5.90485 0.59150  -0.54
C: -6.56220 -5.99845 0.99064  -0.61
C: -7.22515 -4.87506 1.46483  -0.46
C: -6.55082 -3.65868 1.52860  -0.72
C: -5.22363 -3.57041 1.13267  0.43
C: -3.35217 -0.04088 0.97362  -0.10
C: -4.72215 0.18786 0.87974  -0.52
C: -5.42761 -0.10993 -0.27816  -1.08
C: -4.74565 -0.67645 -1.34717  -1.00
C: -3.37065 -0.86173 -1.28854  -0.16
C: -2.64500 -0.48367 -0.15393  0.67
O: -1.30019 -0.53291 -0.12670  0.88
H: -3.44988 1.32943 3.82470  0.49
H: -1.69809 1.42586 3.59235  0.25
H: -2.79843 2.18876 2.41822  0.39
H: -2.84941 -3.68649 -0.22014  -1.07
H: -2.83223 -5.45943 -0.36083  0.48
H: -4.71623 -6.78675 0.22280  0.38
H: -7.07868 -6.95014 0.93413  0.36
H: -8.25804 -4.94720 1.78705  0.36
H: -7.05954 -2.77291 1.89285  0.41
H: -4.69213 -2.62608 1.20114  0.44
H: -5.24441 0.56173 1.75528  0.46
H: -6.49619 0.06436 -0.33378  0.38
H: -5.28500 -0.97677 -2.23848  0.47
H: -2.84673 -1.30882 -2.12400  0.14
O: 0.30879 0.40387 2.28547  0.30
N: 1.42473 0.62099 2.96013  -1.43
N: 2.46760 0.10690 2.20979  0.66
O: 2.18782 -0.43286 1.00424  0.27
C: 3.76790 0.17780 2.63299  0.55
C: 4.79276 -0.35131 1.82969  -0.12
C: 6.11226 -0.23967 2.23811  -0.81
C: 6.44782 0.38288 3.43729  -0.56
C: 5.42661 0.89365 4.23478  -0.61
C: 4.09636 0.80020 3.85434  -0.70
H: 4.53153 -0.84982 0.90534  0.20
H: 6.89608 -0.64425 1.60307  0.40
H: 7.48304 0.46455 3.74830  0.37
H: 5.67092 1.37684 5.17496  0.37
H: 3.29843 1.18249 4.47736  0.49
N: 2.31847 -0.94403 -2.79480  -0.14
P: 0.78397 -0.73869 -2.00990  2.43
C: -0.22934 -1.99486 -2.88758  0.24
C: -0.45807 -1.91731 -4.26215  -0.71
C: -1.20160 -2.89485 -4.90780  -0.74
C: -1.71596 -3.96606 -4.18293  -0.74
C: -1.47547 -4.05710 -2.82014  -0.37
C: -0.73075 -3.07684 -2.17163  0.14
C: 0.29747 0.80861 -2.90518  0.14
C: -1.04416 1.12519 -3.11485  -0.39
C: -1.41567 2.32889 -3.69923  -0.82
C: -0.45126 3.25517 -4.07431  -0.74
C: 0.88738 2.96569 -3.85388  -0.77
C: 1.25626 1.75551 -3.27426  -0.90
C: 3.28822 -1.76782 -2.21797  0.58
C: 4.62341 -1.76890 -2.64300  -1.07
C: 5.51249 -2.59545 -1.98416  -0.36
C: 5.07046 -3.38947 -0.93270  -0.89
C: 3.73014 -3.32243 -0.59307  -0.16
N: 2.85892 -2.54701 -1.23124  0.04
H: 2.53654 -0.50699 -3.67090  0.32
H: -0.06540 -1.08017 -4.83096  0.35
H: -1.38493 -2.81990 -5.97407  0.40
H: -2.29913 -4.72998 -4.68605  0.40
H: -1.87346 -4.89096 -2.25343  0.38
H: -0.53026 -3.14711 -1.10514  -0.05
H: -1.81124 0.43359 -2.80892  0.47
H: -2.46671 2.54773 -3.85176  0.43
H: -0.74164 4.19838 -4.52426  0.40
H: 1.65045 3.68868 -4.12081  0.42
H: 2.30642 1.56392 -3.08577  0.32
H: 4.94295 -1.11987 -3.45303  0.40
H: 6.55594 -2.60919 -2.27978  0.39
H: 5.74633 -4.04313 -0.39566  0.43
H: 3.32042 -3.91155 0.22182  0.38
C: 0.53448 3.80079 3.96842  -1.54
C: 1.54950 3.73021 2.83013  1.34
S: 1.89350 5.37203 2.24207  1.34
O: 2.72131 6.03871 3.22191  -0.75
O: 0.67079 6.00290 1.79223  -0.65
C: 2.93889 5.12465 0.81078  -0.87
C: 2.16941 4.94297 -0.49233  -1.02
N: 1.24737 3.79635 -0.47335  1.37
C: 1.61576 2.51912 -0.24225  0.12
N: 0.55562 1.75289 -0.02989  1.22
C: -0.53679 2.54147 -0.14185  -1.19
C: -0.14167 3.80208 -0.42621  -0.18
N: -1.00486 4.87043 -0.81582  1.37
O: -2.17635 4.70296 -0.64440  -0.71
O: -0.53861 5.85676 -1.31502  -0.73
C: 3.02216 2.05635 -0.28122  -2.19
H: 0.33458 2.78564 4.30986  0.37
H: -0.39772 4.25246 3.62536  0.38
H: 0.91972 4.39275 4.80032  0.44
H: 1.16184 3.13848 1.99994  -1.03
H: 2.50909 3.32666 3.15903  0.26
H: 3.58795 4.28176 1.05907  0.28
H: 3.54006 6.03482 0.77308  0.61
H: 2.87288 4.82072 -1.31538  0.48
H: 1.57495 5.81724 -0.68980  0.60
H: -1.54714 2.17181 -0.03550  0.42
H: 3.61129 2.67332 -0.96460  0.71
H: 3.04476 1.01856 -0.60027  -0.38
H: 3.49086 2.08381 0.70737  0.12